No. 1
{"formula": "C30H48BrN3P2SeSn", "method": "ωB97M-V with the def2-TZVPD basis set", "e_tot_ha": -7208.1416, "homo_energy_ev": -12.22, "charge": 2, "relative_energy_kj_mol": 0.0, "symbols": ["N", "C", "C", "C", "C", "C", "C", "Sn", "P", "C", "C", "C", "C", "C", "C", "C", "Br", "H", "H", "H", "H", "H", "H", "H", "H", "H", "H", "P", "C", "C", "H", "H", "H", "H", "H", "C", "C", "H", "H", "H", "H", "H", "C", "C", "H", "H", "H", "H", "H", "C", "C", "H", "H", "H", "H", "H", "C", "C", "H", "H", "H", "H", "H", "C", "C", "H", "H", "H", "H", "H", "C", "N", "C", "C", "N", "C", "C", "Se", "H", "H", "H", "H", "H", "H", "H", "H"], "positions_angstrom": [[-4.93713, -1.17705, 2.95498], [-4.16889, -0.22230, 3.49522], [-3.71743, 0.86727, 2.74910], [-4.23197, 1.04877, 1.44271], [-5.00653, 0.01105, 0.87713], [-5.37819, -1.06386, 1.69514], [-3.88017, 2.21269, 0.66781], [0.50010, -0.02327, 0.09927], [2.74288, 0.32860, -1.33721], [-3.90447, 2.23658, -0.70507], [-2.76832, 2.70451, -1.44904], [-2.62011, 2.25423, -2.78188], [-1.38992, 2.40988, -3.41435], [-0.38853, 3.15819, -2.78377], [-0.54257, 3.67345, -1.48679], [-1.75043, 3.47768, -0.82094], [1.12526, 3.74878, -3.81239], [-3.42224, 3.06568, 1.19807], [-4.77918, 1.90934, -1.29142], [-2.95998, 1.53993, 3.12761], [-5.31402, 0.01669, -0.16842], [-3.87973, -0.31713, 4.54394], [-6.03622, -1.85972, 1.31215], [-3.47178, 1.75190, -3.25630], [-1.89855, 3.91774, 0.17890], [-1.22107, 1.96451, -4.40002], [0.26777, 4.21717, -1.01112], [-0.34204, -2.43738, -0.67988], [3.15651, 2.00392, -0.68098], [3.88462, 3.00089, -1.56874], [3.77758, 1.82797, 0.21454], [2.20147, 2.42676, -0.31819], [4.06647, 3.91311, -0.97889], [4.86055, 2.62573, -1.91779], [3.27078, 3.29309, -2.43139], [2.02076, 0.37356, -3.02802], [3.00761, 0.52485, -4.18177], [1.27176, 1.18180, -3.06604], [1.45790, -0.57184, -3.12009], [2.45654, 0.74902, -5.10633], [3.74073, 1.33230, -4.02591], [3.54847, -0.41577, -4.34412], [4.24899, -0.71701, -1.37333], [5.60558, -0.02754, -1.59055], [4.09451, -1.46006, -2.17504], [4.23067, -1.26543, -0.41430], [6.39353, -0.79606, -1.58062], [5.65545, 0.47993, -2.56803], [5.84652, 0.69817, -0.80134], [0.49120, -3.97304, -0.11499], [2.00648, -3.99294, -0.31188], [0.00629, -4.77561, -0.69732], [0.22192, -4.13813, 0.94418], [2.38639, -4.98542, -0.03394], [2.29655, -3.81349, -1.35431], [2.49499, -3.25174, 0.33408], [-0.37504, -2.60238, -2.51401], [-1.36439, -1.67676, -3.22517], [-0.65351, -3.65541, -2.68581], [0.64932, -2.46146, -2.90201], [-1.22182, -1.75845, -4.31034], [-2.40478, -1.95566, -3.00900], [-1.22993, -0.62146, -2.95065], [-2.09057, -2.77172, -0.22629], [-2.35718, -3.01021, 1.25393], [-2.37272, -3.65051, -0.82573], [-2.68352, -1.91959, -0.59070], [-3.42713, -3.20570, 1.39821], [-1.81317, -3.87457, 1.65925], [-2.10099, -2.12415, 1.85091], [2.28680, 1.65259, 3.13527], [1.19625, 1.11206, 3.91556], [0.60392, 1.70785, 5.02209], [-0.32057, 0.83601, 5.49615], [-0.26753, -0.29363, 4.69306], [-1.06360, -1.48880, 4.87228], [0.66844, -0.12624, 3.70913], [1.27591, -1.33537, 2.40596], [2.27602, 1.17756, 2.14601], [3.25970, 1.44487, 3.60009], [2.15536, 2.73030, 3.01844], [0.88556, 2.68645, 5.35504], [-1.01766, 0.91457, 6.31691], [-0.71355, -2.09651, 5.71483], [-2.10379, -1.20630, 5.05862], [-1.00319, -2.08834, 3.96558]], "lowdin_charge": [0.054, -0.153, -0.018, -0.218, -0.013, -0.139, -0.038, 0.682, 0.821, -0.037, -0.222, -0.019, -0.126, -0.652, -0.133, -0.024, 0.838, 0.118, 0.132, 0.100, 0.109, 0.094, 0.120, 0.128, 0.119, 0.116, 0.103, 0.769, -0.413, -0.143, 0.086, 0.042, 0.092, 0.071, -0.015, -0.411, -0.131, 0.015, 0.051, 0.086, 0.072, 0.079, -0.374, -0.126, 0.089, 0.077, 0.090, 0.074, 0.076, -0.395, -0.138, 0.103, 0.076, 0.092, 0.072, 0.040, -0.393, -0.136, 0.099, 0.070, 0.091, 0.079, 0.049, -0.377, -0.137, 0.106, 0.081, 0.079, 0.075, 0.052, -0.037, -0.119, 0.004, 0.001, -0.099, -0.004, -0.616, 0.627, -0.004, 0.120, 0.111, 0.138, 0.145, 0.117, 0.078, 0.054]}

---

No. 2
{"formula": "C6H16O2", "method": "ωB97M-V with the def2-TZVPD basis set", "e_tot_ha": -388.6329, "homo_energy_ev": -9.45, "charge": 0, "smiles": "C=C(CC)CC.O.O", "relative_energy_kj_mol": 125.6, "symbols": ["C", "C", "C", "C", "C", "C", "H", "H", "H", "H", "H", "H", "H", "H", "H", "H", "H", "H", "H", "H", "O", "H", "H", "O"], "positions_angstrom": [[-0.62122, -1.48858, 1.21426], [-0.11383, -0.88785, -0.07848], [-0.01441, 0.62809, 0.02767], [-0.57641, 1.22522, 1.09051], [0.38414, 1.35179, -1.22071], [1.79580, 1.10128, -1.78298], [0.11525, -1.30077, 1.98742], [-0.75448, -2.59203, 1.15504], [-1.58046, -1.06305, 1.48921], [0.87739, -1.25107, -0.34858], [-0.86757, -1.22457, -0.77194], [-1.10207, 0.80712, 1.91843], [-0.47936, 2.30813, 1.15997], [0.12219, 2.39427, -1.14118], [-0.32677, 1.01489, -1.98028], [2.42643, 2.01145, -1.79485], [1.72988, 0.63189, -2.76483], [2.25739, 0.40648, -1.08605], [1.47517, 0.15933, 1.98436], [2.83652, -0.51258, 1.48457], [2.22786, -0.45577, 2.23518], [-3.29672, -0.54101, -1.39264], [-3.59609, -1.35668, -0.34317], [-2.91864, -1.36597, -1.04092]], "lowdin_charge": [-0.132, -0.229, -0.331, 0.039, -0.220, -0.079, 0.049, 0.093, 0.058, 0.109, 0.074, 0.052, 0.066, 0.099, 0.112, 0.079, 0.072, 0.051, 0.033, 0.035, -0.087, 0.057, 0.056, -0.057]}

---

No. 3
{"formula": "C5H6O", "method": "ωB97M-V with the def2-TZVPD basis set", "e_tot_ha": -269.2795, "homo_energy_ev": -8.35, "charge": 0, "smiles": "C=C1CC=CO1", "relative_energy_kj_mol": 175.2, "symbols": ["C", "C", "C", "C", "C", "H", "H", "H", "H", "H", "H", "O"], "positions_angstrom": [[2.09781, -0.24872, -0.12718], [0.74689, -0.27001, 0.17725], [-0.22036, 0.90658, 0.18960], [-1.52632, 0.28481, -0.01596], [-1.34378, -1.02454, -0.12052], [2.49299, 0.79295, -0.06287], [2.69136, -1.19641, -0.31215], [-0.20160, 1.60871, 1.07030], [-0.08586, 1.60128, -0.66850], [-2.57921, 0.74268, -0.17974], [-2.05686, -1.79384, -0.28426], [-0.01506, -1.40349, 0.33401]], "lowdin_charge": [0.060, -0.351, -0.161, -0.110, -0.066, 0.065, 0.078, 0.135, 0.129, 0.146, 0.107, -0.031]}

---

No. 4
{"formula": "C11H12N", "method": "ωB97M-V with the def2-TZVPD basis set", "e_tot_ha": -480.6977, "homo_energy_ev": -13.44, "charge": 1, "relative_energy_kj_mol": 393.9, "symbols": ["C", "C", "C", "C", "C", "C", "C", "C", "C", "C", "C", "N", "H", "H", "H", "H", "H", "H", "H", "H", "H", "H", "H", "H"], "positions_angstrom": [[-2.44324, -1.32244, -1.24892], [-2.83652, -0.37563, -0.33369], [-1.14420, -1.30768, -1.68861], [-1.85747, 0.41677, 0.25047], [-0.23875, -0.39973, -1.20993], [1.42853, -0.09287, 3.67957], [2.50320, -0.55704, 3.51790], [1.93576, -0.83096, -2.46951], [1.08583, 0.04431, -1.80035], [0.36892, 2.32884, 0.90348], [0.32989, 1.02017, 0.59088], [-0.65634, 0.34218, -0.19221], [-3.02791, -2.17825, -1.49427], [-3.86265, -0.18521, -0.10334], [-0.80530, -2.05086, -2.43257], [-2.09054, 1.01376, 1.02092], [0.43449, 0.30620, 3.91472], [3.36947, -0.97411, 3.07097], [2.92392, -0.61276, -2.88654], [1.70406, -1.84817, -2.59620], [1.14820, 1.09778, -1.74978], [-0.23833, 3.10019, 0.45580], [1.12800, 2.70720, 1.51885], [0.84096, 0.35833, 1.28236]], "lowdin_charge": [0.002, 0.028, 0.030, 0.001, -0.164, -0.032, 0.008, 0.112, -0.036, 0.121, -0.118, -0.021, 0.128, 0.126, 0.148, 0.119, 0.048, 0.028, 0.080, 0.047, 0.094, 0.085, 0.065, 0.099]}

---

| no. | frontier orbital gap (eV) | LUMO energy (eV) | maximum force (eV/A) |
| --- | --- | --- | --- |
| 1 | 6.57 | -5.65 | 1.82 |
| 2 | 9.96 | 0.51 | 2.18 |
| 3 | 9.39 | 1.04 | 3.10 |
| 4 | 9.03 | -4.41 | 5.10 |